[1]
DFT (the ωB97M-V functional and the def2-TZVPD basis) results for a 4-piece molecular cluster, C50H53ClFNO12P2S overall in a non-equilibrium geometry.

HOMO energy = -8.555 eV
Structure (SMILES) = CCC1=C(CCOCCOc2ccc(C(C)(C)CC(C)(C)C)cc2)C(=O)c2c(N)c([PH2]=S)c(P(O)Cl)c(CC(=O)F)c2C1=O.O=C1C=CC(=O)C=C1.O=C1C=CC(=O)C=C1.O=C1C=CC(=O)C=C1
2S+1 = 1
E_tot = -123418.89451 eV
M = 1008.435 g mol⁻¹
Lowest unoccupied orbital energy = -2.01 eV

Each line ends with the Löwdin charge.
CARTESIAN COORDINATES (ANGSTROEM)
C1 -4.033 -4.239 1.767  -0.0441
C2 -2.804 -3.988 0.803  -0.1700
C3 -2.936 -2.612 0.195  -0.0946
C4 -3.562 -2.429 -0.973  -0.0809
C5 -4.143 -3.550 -1.818  -0.0778
C6 -3.078 -4.120 -2.795  -0.1854
O1 -2.541 -5.366 -2.386  -0.1313
C7 -1.123 -5.321 -2.244  -0.1733
C8 -0.728 -6.273 -1.110  -0.1646
O2 0.629 -6.694 -1.184  -0.0384
C9 1.529 -5.656 -1.089  -0.2834
C10 1.288 -4.497 -0.366  -0.0119
C11 2.209 -3.475 -0.337  -0.0323
C12 3.402 -3.595 -1.039  -0.1847
C13 4.363 -2.372 -0.990  -0.4344
C14 5.822 -2.724 -1.364  -0.0319
C15 4.408 -1.941 0.523  -0.0615
C16 3.755 -1.152 -1.753  -0.1054
C17 3.983 -1.060 -3.290  -0.5351
C18 3.920 -2.400 -4.050  -0.0349
C19 5.258 -0.260 -3.675  -0.0530
C20 2.793 -0.199 -3.840  -0.0897
C21 3.643 -4.751 -1.751  -0.0372
C22 2.712 -5.778 -1.773  0.0085
C23 -3.708 -1.027 -1.508  -0.2321
O3 -4.251 -0.906 -2.599  0.0823
C24 -3.211 0.165 -0.735  -0.0075
C25 -3.420 1.456 -1.199  -0.2334
N1 -4.108 1.664 -2.415  0.1037
C26 -2.929 2.561 -0.489  -0.3314
P1 -3.152 4.302 -1.074  0.3379
S1 -4.361 5.268 0.110  0.1231
C27 -2.223 2.338 0.687  -0.3084
P2 -1.557 3.880 1.509  0.6108
O4 0.100 3.658 1.324  -0.3515
Cl1 -1.991 3.861 3.538  0.3855
C28 -2.030 1.037 1.162  -0.1464
C29 -1.234 0.851 2.440  -0.0758
C30 -2.133 0.471 3.618  -0.4583
O5 -3.273 0.843 3.677  0.1349
F1 -1.607 -0.322 4.571  0.1104
C31 -2.522 -0.057 0.472  -0.0107
C32 -2.343 -1.464 0.967  -0.2125
O6 -1.707 -1.748 1.971  0.1051
H1 -3.663 -4.500 2.761  0.0760
H2 -4.646 -3.333 1.782  0.0791
H3 -4.634 -5.053 1.350  0.0713
H4 -2.823 -4.791 0.068  0.0826
H5 -1.854 -4.035 1.347  0.1026
H6 -5.005 -3.150 -2.361  0.1171
H7 -4.532 -4.347 -1.176  0.1223
H8 -3.616 -4.307 -3.739  0.1276
H9 -2.320 -3.360 -3.023  0.1251
H10 -0.774 -4.306 -2.013  0.1147
H11 -0.657 -5.619 -3.197  0.1441
H12 -0.938 -5.885 -0.108  0.1018
H13 -1.346 -7.174 -1.216  0.1392
H14 0.350 -4.357 0.168  0.1049
H15 1.953 -2.581 0.220  0.1114
H16 5.936 -3.599 -2.008  0.0604
H17 6.373 -1.892 -1.816  0.0766
H18 6.351 -2.951 -0.428  0.0833
H19 5.332 -1.408 0.772  0.0842
H20 3.524 -1.372 0.828  0.0724
H21 4.396 -2.871 1.110  0.0936
H22 4.229 -0.259 -1.310  0.1212
H23 2.692 -1.081 -1.484  0.1100
H24 3.073 -3.025 -3.757  0.0876
H25 4.885 -2.915 -3.987  0.0776
H26 3.768 -2.160 -5.114  0.0883
H27 5.077 0.107 -4.698  0.0828
H28 5.400 0.622 -3.042  0.0845
H29 6.146 -0.899 -3.742  0.0715
H30 2.830 0.836 -3.477  0.0890
H31 2.696 -0.286 -4.928  0.0551
H32 1.876 -0.643 -3.414  0.0970
H33 4.551 -4.875 -2.331  0.1028
H34 2.892 -6.682 -2.350  0.1264
H35 -4.959 1.106 -2.383  0.1048
H36 -4.429 2.621 -2.497  0.0511
H37 -1.847 4.846 -1.058  -0.0224
H38 -3.643 4.314 -2.392  -0.0160
H39 0.214 3.631 0.360  0.0646
H40 -0.612 1.707 2.713  0.0797
H41 -0.542 0.013 2.292  0.1237
O7 -3.054 5.333 7.354  0.1079
C33 -2.612 4.268 7.728  -0.3826
C34 -2.356 3.162 6.774  -0.0006
C35 -1.872 1.993 7.186  0.0335
C36 -1.567 1.747 8.617  -0.3828
O8 -1.124 0.683 8.992  0.1086
C37 -1.823 2.853 9.571  0.0191
C38 -2.307 4.022 9.159  0.0200
H42 -2.585 3.364 5.733  0.0133
H43 -1.680 1.173 6.506  0.1039
H44 -1.595 2.655 10.611  0.1211
H45 -2.500 4.842 9.840  0.1215
O9 1.749 6.610 0.425  0.0948
C39 1.795 6.949 1.590  -0.3771
C40 0.982 6.264 2.622  0.0145
C41 1.030 6.637 3.899  0.0311
C42 1.900 7.752 4.344  -0.3848
O10 1.947 8.092 5.506  0.1089
C43 2.714 8.439 3.309  0.0212
C44 2.666 8.066 2.032  0.0183
H46 0.357 5.451 2.272  0.0432
H47 0.443 6.149 4.667  0.1170
H48 3.343 9.251 3.651  0.1215
H49 3.252 8.553 1.264  0.1204
O11 1.039 -0.400 -6.307  0.1011
C45 0.490 0.440 -5.628  -0.3981
C46 1.212 1.654 -5.170  -0.0185
C47 0.610 2.575 -4.423  0.0278
C48 -0.808 2.428 -4.018  -0.3607
O12 -1.356 3.274 -3.335  0.0509
C49 -1.532 1.218 -4.473  0.0280
C50 -0.929 0.296 -5.220  0.0371
H50 2.247 1.743 -5.477  0.1245
H51 1.120 3.466 -4.079  0.1261
H52 -2.567 1.130 -4.163  0.0971
H53 -1.440 -0.595 -5.563  0.1248


[2]
DFT (the ωB97M-V functional and the def2-TZVPD basis) results for a 6-piece molecular cluster, C50H54F14N4O4PS3 overall in a non-equilibrium geometry.

HOMO energy = -9.950 eV
Net charge = +1
2S+1 = 1
E_tot = -146699.03531 eV
M = 1168.153 g mol⁻¹
Lowest unoccupied orbital energy = -3.07 eV

Each line ends with the Löwdin charge.
CARTESIAN COORDINATES (ANGSTROEM)
C1 1.116 -9.145 -1.429  -0.1100
C2 1.360 -7.870 -2.412  -0.2561
C3 -0.009 -7.087 -2.697  -0.2256
C4 0.037 -6.076 -3.940  -0.1594
C5 1.323 -5.117 -3.989  -0.1035
N1 0.862 -3.659 -3.931  -0.0766
C6 1.904 -2.717 -4.464  -0.0635
C7 2.607 -1.771 -3.373  -0.4546
C8 3.026 -0.401 -4.166  -0.1427
C9 3.736 0.684 -3.221  -0.2476
C10 5.253 0.951 -3.728  -0.4574
S1 6.488 0.403 -2.460  0.8459
C11 6.152 1.279 -0.848  -0.9648
S2 5.034 2.516 -0.670  0.6740
N2 7.002 0.796 0.273  -0.1953
C12 7.925 1.583 1.052  -0.0329
C13 8.603 0.614 2.064  -0.0725
N3 8.001 -0.683 1.788  -0.0098
C14 7.042 -0.598 0.713  -0.1164
P1 4.279 -2.525 -2.800  0.8382
O1 5.257 -2.309 -3.997  -0.4662
O2 1.761 -1.343 -2.273  -0.1339
C15 0.374 -1.657 -2.474  -0.2400
S3 -0.588 -1.068 -0.959  0.8726
O3 0.436 -0.678 0.054  -0.2517
O4 -1.472 -2.217 -0.580  -0.2970
C16 -1.683 0.308 -1.551  -0.3140
F1 -0.952 1.035 -2.555  0.0469
F2 -2.792 -0.253 -2.257  0.0653
C17 -2.114 1.401 -0.455  -0.2210
F3 -3.127 2.185 -1.108  0.0912
F4 -1.030 2.279 -0.292  0.1199
C18 -2.791 0.857 0.875  -0.1681
F5 -3.597 -0.268 0.505  0.0968
F6 -3.728 1.830 1.338  0.0749
C19 -1.871 0.394 2.079  -0.3079
F7 -1.629 -1.006 2.139  0.0998
F8 -2.601 0.669 3.280  0.0730
F9 -0.642 1.032 2.231  0.1306
C20 0.294 -3.285 -2.583  -0.2465
N4 1.041 -3.801 -1.418  0.1247
H1 1.080 -8.734 -0.354  0.0844
H2 0.108 -9.633 -1.699  0.0832
H3 1.972 -9.888 -1.536  0.0797
H4 1.729 -8.282 -3.410  0.1171
H5 2.077 -7.142 -1.907  0.0949
H6 -0.797 -7.890 -2.961  0.1233
H7 -0.417 -6.575 -1.745  0.1144
H8 -0.034 -6.693 -4.910  0.1324
H9 -0.947 -5.469 -3.901  0.1202
H10 2.133 -5.355 -3.230  0.1151
H11 1.785 -5.245 -5.035  0.1511
H12 0.065 -3.622 -4.604  0.1864
H13 2.714 -3.268 -5.046  0.1528
H14 1.389 -2.021 -5.226  0.1374
H15 2.020 0.056 -4.501  0.1190
H16 3.590 -0.659 -5.120  0.1257
H17 3.161 1.670 -3.353  0.1203
H18 3.732 0.407 -2.105  0.0756
H19 5.457 0.308 -4.664  0.0857
H20 5.369 2.050 -4.047  0.0977
H21 8.095 2.693 0.884  0.1142
H22 9.401 0.892 2.811  0.0892
H23 6.479 -1.499 0.316  0.1080
H24 4.164 -3.927 -2.489  0.0205
H25 4.855 -1.768 -1.705  0.0134
H26 -0.103 -1.181 -3.396  0.1350
H27 -0.794 -3.660 -2.576  0.1747
H28 2.044 -3.873 -1.618  0.0622
H29 0.647 -4.674 -1.049  0.1006
F10 0.860 -0.280 -6.666  0.0375
C21 -0.385 -0.342 -7.179  -0.2849
C22 -0.595 0.015 -8.500  -0.0053
C23 -1.879 -0.054 -9.030  -0.0595
C24 -2.940 -0.470 -8.228  -0.0776
C25 -2.718 -0.822 -6.901  -0.0753
C26 -1.432 -0.763 -6.374  -0.0343
H30 0.241 0.345 -9.106  0.1234
H31 -2.054 0.216 -10.065  0.1149
H32 -3.942 -0.520 -8.641  0.1105
H33 -3.545 -1.142 -6.277  0.1096
H34 -1.239 -1.042 -5.343  0.0836
F11 -8.999 5.478 1.246  0.0516
C27 -7.846 5.012 1.758  -0.2780
C28 -7.061 4.161 0.996  -0.0072
C29 -5.866 3.681 1.522  -0.0827
C30 -5.475 4.049 2.807  -0.0915
C31 -6.274 4.900 3.564  -0.0712
C32 -7.464 5.389 3.035  -0.0169
H35 -7.385 3.879 0.001  0.1169
H36 -5.243 3.024 0.933  0.0767
H37 -4.544 3.671 3.218  0.0968
H38 -5.971 5.183 4.566  0.1086
H39 -8.093 6.060 3.608  0.1066
F12 9.422 3.040 2.956  0.0180
C33 10.445 3.423 3.741  -0.2831
C34 10.202 4.270 4.810  -0.0143
C35 11.260 4.662 5.624  -0.0778
C36 12.549 4.211 5.353  -0.0922
C37 12.782 3.364 4.273  -0.0794
C38 11.723 2.963 3.465  -0.0202
H40 9.194 4.617 5.001  0.1176
H41 11.080 5.319 6.469  0.1071
H42 13.374 4.521 5.986  0.1035
H43 13.787 3.017 4.061  0.1071
H44 11.884 2.297 2.625  0.1161
F13 0.589 0.110 8.728  0.0632
C39 -0.648 0.035 8.214  -0.2893
C40 -0.853 0.365 6.883  -0.0149
C41 -2.135 0.283 6.348  -0.0807
C42 -3.198 -0.117 7.154  -0.0943
C43 -2.981 -0.441 8.490  -0.0822
C44 -1.698 -0.369 9.022  -0.0169
H45 -0.014 0.682 6.274  0.1150
H46 -2.305 0.531 5.307  0.0743
H47 -4.199 -0.177 6.737  0.1012
H48 -3.811 -0.748 9.117  0.1058
H49 -1.509 -0.626 10.058  0.1175
F14 -14.369 2.848 4.091  0.0617
C45 -13.287 3.622 3.912  -0.2902
C46 -12.668 3.650 2.672  -0.0145
C47 -11.550 4.456 2.485  -0.0759
C48 -11.058 5.217 3.543  -0.0933
C49 -11.686 5.177 4.785  -0.0774
C50 -12.810 4.380 4.970  -0.0187
H50 -13.061 3.045 1.864  0.1157
H51 -11.063 4.491 1.517  0.0943
H52 -10.185 5.842 3.398  0.0706
H53 -11.299 5.767 5.609  0.1051
H54 -13.316 4.343 5.927  0.1165


[3]
DFT (the ωB97M-V functional and the def2-TZVPD basis) results for a 8-piece molecular cluster, C50H55ClF12I2N2O29P2S overall in a non-equilibrium geometry.

HOMO energy = -9.220 eV
Structure (SMILES) = CC[C@@H](C)c1c(C[C@H](C)I)c2c(c([C@H](C)F)c1P(=N)(O)O)Sc1c(COO)c(P(O)Cl)c(CC(=O)I)c(C[C@@H](O)C(F)(F)F)c1N2CC(=O)F.O=C1OC[C@@H](F)O1.O=C1OC[C@@H](F)O1.O=C1OC[C@@H](F)O1.O=C1OC[C@@H](F)O1.O=C1OC[C@@H](F)O1.O=C1OC[C@@H](F)O1.O=C1OC[C@@H](F)O1
2S+1 = 1
E_tot = -205845.73811 eV
M = 1759.227 g mol⁻¹
Lowest unoccupied orbital energy = -0.82 eV

Each line ends with the Löwdin charge.
CARTESIAN COORDINATES (ANGSTROEM)
C1 -4.806 0.875 -1.976  -0.0783
C2 -4.736 2.386 -1.621  -0.1890
C3 -3.577 3.165 -2.329  -0.3020
C4 -2.857 4.184 -1.372  -0.0297
C5 -2.585 2.262 -3.082  -0.1327
C6 -1.679 1.495 -2.330  -0.0906
C7 -1.659 1.467 -0.803  -0.2093
C8 -0.677 2.438 -0.101  -0.6625
C9 0.716 2.644 -0.745  -0.1836
I1 -0.338 1.605 1.908  0.9048
C10 -0.766 0.657 -2.990  -0.1723
C11 -0.763 0.692 -4.378  -0.3150
C12 -1.623 1.455 -5.132  -0.1480
C13 -1.395 1.363 -6.639  -0.3670
C14 -1.474 2.688 -7.444  -0.0376
F1 -2.091 0.320 -7.247  -0.0097
C15 -2.600 2.216 -4.476  -0.1053
P1 -3.880 3.133 -5.449  0.5892
N1 -4.336 2.339 -6.704  -0.1249
O1 -3.283 4.595 -5.775  -0.1260
O2 -5.272 3.320 -4.605  -0.1622
S1 0.436 -0.377 -5.161  1.1612
C16 1.779 -0.332 -4.001  -0.3297
C17 3.062 -0.391 -4.500  -0.2026
C18 3.335 -0.429 -5.982  -0.2613
O3 3.521 -1.764 -6.416  -0.1341
O4 3.804 -1.786 -7.802  -0.0150
C19 4.118 -0.423 -3.594  -0.2564
P2 5.807 -0.544 -4.362  0.6961
O5 6.587 0.803 -3.767  -0.3176
Cl1 6.710 -2.229 -3.535  0.3186
C20 3.859 -0.397 -2.224  -0.1942
C21 5.037 -0.498 -1.259  -0.1585
C22 5.164 0.669 -0.256  -0.7634
O6 5.711 0.469 0.794  -0.0149
I2 4.411 2.623 -0.755  0.9889
C23 2.544 -0.328 -1.764  -0.0921
C24 2.217 -0.369 -0.273  -0.0721
C25 2.178 -1.838 0.231  -0.2277
O7 3.463 -2.412 0.353  0.0128
C26 1.469 -1.971 1.595  -0.5879
F2 1.730 -3.207 2.089  0.1335
F3 0.135 -1.908 1.479  0.1093
F4 1.945 -1.116 2.509  0.1294
C27 1.460 -0.272 -2.653  -0.1681
N2 0.093 -0.204 -2.212  -0.0250
C28 -0.531 -1.514 -1.902  -0.0307
C29 -0.229 -2.638 -2.886  -0.4176
O8 0.734 -3.353 -2.833  0.1733
F5 -1.140 -2.756 -3.878  0.0926
H1 -4.913 0.709 -3.056  0.0799
H2 -5.711 0.465 -1.509  0.0843
H3 -3.963 0.308 -1.574  0.0632
H4 -4.656 2.474 -0.530  0.1069
H5 -5.704 2.801 -1.928  0.1108
H6 -4.062 3.860 -3.015  0.0892
H7 -2.979 3.804 -0.355  0.0660
H8 -1.815 4.276 -1.682  0.0872
H9 -3.377 5.147 -1.399  0.0892
H10 -2.658 1.670 -0.401  0.0914
H11 -1.437 0.454 -0.458  0.0678
H12 -1.077 3.416 0.134  0.0293
H13 0.894 3.728 -0.820  0.0825
H14 1.495 2.293 -0.072  -0.0382
H15 0.835 2.247 -1.755  0.0704
H16 -0.340 1.104 -6.787  0.0779
H17 -1.336 3.506 -6.732  0.0720
H18 -2.374 2.766 -8.049  0.0675
H19 -0.625 2.751 -8.138  0.0806
H20 -3.868 1.439 -6.748  -0.0049
H21 -3.979 5.238 -5.551  0.0926
H22 -5.344 2.573 -3.994  0.0432
H23 2.518 0.049 -6.550  0.0985
H24 4.247 0.133 -6.243  0.0932
H25 3.737 -0.881 -8.144  0.0886
H26 6.037 1.124 -3.035  -0.0071
H27 5.997 -0.490 -1.792  0.0574
H28 5.018 -1.454 -0.734  0.1189
H29 2.853 0.262 0.351  0.0927
H30 1.193 0.012 -0.177  0.0693
H31 1.622 -2.478 -0.463  0.1478
H32 3.833 -2.248 1.229  0.1165
H33 -1.611 -1.335 -1.834  0.1406
H34 -0.223 -1.778 -0.887  0.1068
O9 -3.173 -0.711 6.953  0.1898
C30 -2.355 -1.369 6.408  -0.5243
O10 -1.613 -0.963 5.349  0.0797
C31 -0.657 -1.992 5.085  -0.0482
C32 -1.315 -3.204 5.690  -0.3004
F6 -0.396 -4.076 6.177  0.0770
O11 -2.043 -2.650 6.773  0.1038
H35 0.287 -1.744 5.573  0.1523
H36 -0.484 -2.101 4.017  0.1226
H37 -1.998 -3.732 5.022  0.1794
O12 -10.065 3.072 -7.661  0.1763
C33 -9.031 2.872 -8.203  -0.5512
O13 -8.017 3.769 -8.278  0.0681
C34 -6.902 3.104 -8.886  -0.0631
C35 -7.576 1.993 -9.647  -0.3192
F7 -6.793 0.888 -9.716  0.0734
O14 -8.706 1.709 -8.842  0.1308
H38 -6.233 2.730 -8.109  0.0961
H39 -6.347 3.781 -9.532  0.1388
H40 -7.905 2.266 -10.652  0.1708
O15 11.538 1.646 1.616  0.1855
C36 10.521 1.156 1.969  -0.5459
O16 9.415 1.028 1.191  0.0755
C37 8.453 0.270 1.932  -0.0613
C38 8.898 0.503 3.351  -0.3135
F8 8.639 -0.572 4.139  0.0706
O17 10.299 0.650 3.221  0.1318
H41 8.522 -0.782 1.646  0.1499
H42 7.441 0.623 1.739  0.0976
H43 8.480 1.400 3.814  0.1740
O18 8.635 -1.613 -5.557  0.0904
C39 8.708 -2.330 -6.495  -0.5514
O19 7.800 -3.294 -6.794  0.0605
C40 8.160 -3.843 -8.062  -0.0548
C41 9.630 -3.517 -8.140  -0.3181
F9 10.024 -3.297 -9.419  0.0737
O20 9.716 -2.304 -7.417  0.1366
H44 7.585 -3.351 -8.848  0.1459
H45 7.963 -4.912 -8.096  0.1406
H46 10.283 -4.262 -7.682  0.1737
O21 -8.098 2.567 9.617  0.1787
C42 -7.527 1.733 9.000  -0.5482
O22 -6.280 1.283 9.283  0.0767
C43 -6.008 0.191 8.398  -0.0565
C44 -6.947 0.470 7.257  -0.3163
F10 -7.382 -0.677 6.674  0.0692
O23 -8.040 1.100 7.900  0.1288
H47 -6.233 -0.750 8.902  0.1506
H48 -4.967 0.184 8.090  0.1090
H49 -6.543 1.134 6.490  0.1731
O24 -2.954 -6.381 11.545  0.1853
C45 -2.306 -5.551 11.006  -0.5445
O25 -2.762 -4.730 10.027  0.0850
C46 -1.724 -3.788 9.740  -0.0421
C47 -0.496 -4.520 10.210  -0.3098
F11 0.446 -3.662 10.683  0.0682
O26 -0.989 -5.297 11.285  0.1300
H50 -1.901 -2.870 10.302  0.1283
H51 -1.690 -3.550 8.682  0.1113
H52 -0.045 -5.176 9.462  0.1735
O27 -3.357 -0.689 10.986  0.1803
C48 -2.528 -0.501 11.810  -0.5491
O28 -1.191 -0.501 11.564  0.0597
C49 -0.535 -0.105 12.772  -0.0520
C50 -1.562 -0.460 13.817  -0.3141
F12 -1.510 0.388 14.872  0.0793
O29 -2.784 -0.265 13.128  0.1421
H53 -0.330 0.966 12.741  0.1460
H54 0.402 -0.641 12.902  0.1412
H55 -1.505 -1.489 14.176  0.1759


Frontier orbital gap in eV, matching the order above: 6.5; 6.9; 8.4